Here is an isolated molecule of C6H7NO3 from the OMol25 dataset. Energies are from ωB97M-V/def2-TZVPD.

Computed properties:
- total energy (eV) = -13964.304
- E_LUMO (eV) = -0.101
- HOMO-LUMO gap (Eh) = 0.3662
- max |F| (eV Å⁻¹) = 4.30
- SMILES = [H]/N=C(/O)C(=O)[C@](C)(O)C#C

Structure (XYZ):
```
17
Properties=species:S:1:pos:R:3:nbo_charge:R:1
C -1.5164 1.5176 0.2456 -0.612
C -0.5939 0.3025 0.2903 0.084
O -0.3390 -0.1228 1.6116 -0.695
C -1.1346 -0.8022 -0.5346 -0.076
C -1.5755 -1.7079 -1.2041 -0.182
C 0.7975 0.6662 -0.2930 0.538
O 0.9410 1.5515 -1.0906 -0.457
C 1.9831 -0.1859 0.1678 0.456
N 2.0233 -1.4760 0.1243 -0.693
H -1.0623 2.3418 0.8091 0.230
H -1.6876 1.8371 -0.7889 0.243
H -2.4830 1.2529 0.6937 0.215
H -1.1719 -0.2678 2.0725 0.484
H -2.0082 -2.5644 -1.6910 0.247
O 3.1541 0.2964 -0.1859 -0.653
H 1.1064 -1.9050 0.2217 0.361
H 3.5670 -0.7340 -0.4487 0.509
```

***

Here is a structure of composition C11H23N2O5P2Yb from the OMol25 dataset. Energies are from ωB97M-V/def2-TZVPD.

Computed properties:
- total energy (eV) = -75086.866
- E_LUMO (spin up / spin down) (eV) = -9.586 / -9.586
- HOMO-LUMO gap (spin up / spin down) (Eh) = 0.1923 / 0.1923
- multiplicity = 2
- max |F| (eV Å⁻¹) = 2.45
- net charge = +2

Structure (XYZ):
```
44
Properties=species:S:1:pos:R:3:nbo_charge:R:1
Yb -0.9606 -1.1126 -1.5111 2.118
P -2.3125 1.8803 -0.2171 0.874
C -0.7477 2.6197 0.1862 -0.098
C 0.2479 1.9910 0.9557 0.028
N 0.3875 0.6268 0.9349 -0.455
C 1.1837 0.0800 1.8540 0.255
C 1.8219 0.8076 2.8538 -0.123
C 1.7695 2.1845 2.8287 -0.154
C 1.0618 2.7804 1.7896 -0.085
C 1.3826 -1.4307 1.8915 -0.751
P 1.1977 -2.3589 0.3245 0.722
H 1.0144 3.8405 1.6513 0.250
H 2.3764 0.2878 3.6122 0.257
H 2.2972 2.7874 3.5575 0.270
H 2.3927 -1.6497 2.2666 0.262
H 0.6505 -1.8754 2.5829 0.283
H 0.9161 2.4225 -3.7030 0.502
H -0.4884 3.5078 -0.3375 0.248
H 3.1604 -1.8403 -3.8582 0.497
O 0.2418 2.1516 -3.0674 -0.968
H -0.4642 1.8767 -3.6491 0.484
H -2.4347 -1.7435 -2.9976 0.464
O 2.5901 -1.6337 -3.1379 -0.947
H 2.0412 -2.4508 -3.0261 0.461
C 2.9720 -2.4680 -0.1362 -0.918
H 3.5773 -2.7430 0.7362 0.243
H 3.1136 -3.2023 -0.9372 0.257
H 3.2776 -1.4901 -0.5241 0.253
C 1.0028 -4.0535 1.0217 -0.915
H 0.5524 -4.6931 0.2504 0.261
H 1.9692 -4.4791 1.3201 0.257
H 0.3289 -4.0230 1.8871 0.255
C -3.1196 2.3054 1.3787 -0.884
H -3.5000 3.3332 1.3634 0.270
H -3.9314 1.6161 1.5946 0.283
H -2.3727 2.2251 2.1745 0.251
C -2.9361 3.1797 -1.3638 -0.932
H -3.8220 2.7919 -1.8798 0.280
H -3.2104 4.1046 -0.8458 0.262
H -2.1658 3.3956 -2.1106 0.262
O -2.3164 -2.2819 -0.2046 -0.700
N -2.7908 -2.9977 -1.1954 0.239
O -3.9345 -3.3818 -1.1396 -0.262
O -2.0194 -0.8869 -3.1741 -1.154
```

***

Here is a cluster of 7 separate species, C24H54N2O8 in total from the OMol25 dataset. Energies are from ωB97M-V/def2-TZVPD.

Computed properties:
- total energy (eV) = -45123.739
- E_LUMO (eV) = 0.571
- HOMO-LUMO gap (Eh) = 0.3785
- max |F| (eV Å⁻¹) = 0.91
- SMILES = NC(=O)Oc1cccnc1.CC(C)O.CC(C)O.CC(C)O.CC(C)O.CC(C)O.CC(C)O

Structure (XYZ):
```
88
Properties=species:S:1:pos:R:3:lowdin_charge:R:1
N -3.0792 2.2646 -2.3017 0.179
C -2.9200 1.0243 -2.8962 -0.605
O -3.3881 0.7266 -3.9450 0.145
O -2.0759 0.1630 -2.2319 0.040
C -2.5867 -0.1191 -0.9597 -0.274
C -1.9795 0.3745 0.1859 0.014
C -2.5826 0.0389 1.3840 -0.054
C -3.7325 -0.7227 1.4330 -0.129
N -4.2964 -1.2147 0.3268 0.082
C -3.7221 -0.9076 -0.8322 -0.072
H -3.3725 2.2102 -1.3316 0.096
H -3.8342 2.7188 -2.8025 0.111
H -1.0906 0.9815 0.1262 0.126
H -2.1502 0.3788 2.3116 0.087
H -4.1786 -0.9454 2.3871 0.099
H -4.1725 -1.2969 -1.7365 0.130
C -1.3505 -2.1934 6.2627 -0.056
C -1.3746 -1.5591 4.8821 -0.488
C -0.2810 -0.5112 4.7399 -0.055
O -2.6572 -0.9777 4.6241 -0.067
H -1.5268 -1.4398 7.0352 0.086
H -2.1388 -2.9422 6.3532 0.082
H -0.3904 -2.6684 6.4635 0.056
H -1.2424 -2.3305 4.1224 0.140
H -0.4273 0.2925 5.4668 0.085
H -0.3025 -0.0632 3.7458 0.064
H 0.7058 -0.9452 4.9033 0.082
H -2.8060 -0.2932 5.2851 0.090
C -0.6234 -2.6373 -2.9491 -0.052
C 0.7100 -3.2680 -2.5783 -0.491
C 1.2488 -4.1353 -3.7056 -0.068
O 0.5754 -4.0400 -1.3830 -0.054
H -1.3700 -3.4139 -3.1422 0.088
H -0.9953 -2.0259 -2.1335 0.055
H -0.5369 -2.0137 -3.8395 0.086
H 1.4303 -2.4825 -2.3443 0.137
H 0.5623 -4.9553 -3.9248 0.078
H 2.2042 -4.5807 -3.4273 0.084
H 1.3889 -3.5546 -4.6185 0.069
H -0.0576 -4.7428 -1.5626 0.084
C -3.2171 5.9862 -0.5647 -0.062
C -1.7201 6.2414 -0.6427 -0.497
C -1.2643 6.4694 -2.0748 -0.054
O -1.0059 5.1444 -0.0699 -0.060
H -3.4740 5.0841 -1.1278 0.062
H -3.5279 5.8241 0.4680 0.079
H -3.7880 6.8213 -0.9727 0.080
H -1.4678 7.1129 -0.0374 0.136
H -1.4686 5.5859 -2.6868 0.080
H -0.1899 6.6510 -2.1069 0.066
H -1.7723 7.3246 -2.5223 0.083
H -1.2084 4.3628 -0.5962 0.072
C 0.6790 -4.3426 -7.6964 -0.060
C 1.8857 -5.1611 -7.2613 -0.506
C 2.5425 -5.8573 -8.4438 -0.064
O 1.5039 -6.1168 -6.2731 -0.061
H -0.0782 -4.9911 -8.1457 0.082
H 0.2203 -3.8502 -6.8385 0.068
H 0.9573 -3.5819 -8.4270 0.081
H 2.6121 -4.5089 -6.7746 0.133
H 1.8400 -6.5498 -8.9155 0.080
H 3.4045 -6.4379 -8.1146 0.079
H 2.8727 -5.1381 -9.1946 0.079
H 0.8597 -6.7115 -6.6714 0.088
C 3.2499 -5.0426 8.4537 -0.064
C 2.0357 -4.1493 8.6558 -0.498
C 0.8000 -4.9614 9.0132 -0.063
O 1.7921 -3.3725 7.4824 -0.068
H 3.0760 -5.7407 7.6304 0.081
H 4.1255 -4.4457 8.1981 0.079
H 3.4716 -5.6195 9.3525 0.080
H 2.2407 -3.4293 9.4485 0.137
H 0.5550 -5.6569 8.2057 0.082
H -0.0605 -4.3067 9.1543 0.077
H 0.9538 -5.5365 9.9272 0.079
H 1.6095 -3.9832 6.7602 0.082
C 2.8215 7.3325 -0.3160 -0.058
C 3.0601 8.0426 -1.6407 -0.503
C 4.3363 8.8699 -1.6102 -0.066
O 1.9424 8.8690 -1.9658 -0.059
H 2.7097 8.0621 0.4911 0.082
H 1.9043 6.7432 -0.3544 0.068
H 3.6504 6.6688 -0.0667 0.080
H 3.1241 7.3052 -2.4417 0.137
H 4.2691 9.6443 -0.8410 0.080
H 4.4909 9.3701 -2.5665 0.078
H 5.2070 8.2485 -1.3970 0.079
H 1.8558 9.5341 -1.2752 0.085
```

***

Here is a structure of composition C46H106N4O9 from the OMol25 dataset. Energies are from ωB97M-V/def2-TZVPD.

Computed properties:
- total energy (eV) = -73795.481
- E_LUMO (eV) = 0.158
- HOMO-LUMO gap (Eh) = 0.2979
- max |F| (eV Å⁻¹) = 7.07

Structure (XYZ):
```
165
Properties=species:S:1:pos:R:3:lowdin_charge:R:1
C -2.7808 2.5087 -4.8318 -0.011
C -2.1261 2.5934 -3.4391 -0.494
C -3.0905 2.0032 -2.3620 -0.078
C -3.1658 0.4689 -2.4665 -0.209
C -1.8006 -0.2360 -2.3982 -0.115
C -0.7725 0.4072 -3.3297 -0.468
N -0.8822 1.8635 -3.3198 -0.101
O 0.1766 2.4586 -4.0679 -0.016
C 0.6231 -0.0182 -2.8203 -0.014
C -1.0465 -0.1725 -4.7222 -0.025
C -1.8841 4.0236 -2.9464 -0.042
H -3.0978 3.4581 -5.2769 0.082
H -3.5802 1.7814 -4.9233 0.077
H -1.9357 2.3359 -5.5059 0.074
H -2.8598 2.3836 -1.3717 0.117
H -4.0640 2.3679 -2.6971 0.122
H -3.7897 0.1113 -3.2947 0.115
H -3.8081 -0.0096 -1.7138 -0.074
H -1.8770 -1.3032 -2.5977 0.068
H -1.4414 -0.1030 -1.3706 0.129
H 1.3372 -0.2271 -3.6231 0.093
H 1.0520 0.7067 -2.1313 0.064
H 0.5397 -1.0076 -2.3640 0.075
H -2.1048 -0.3280 -4.9577 0.080
H -0.7842 0.4838 -5.5558 0.076
H -0.5738 -1.1458 -4.8777 0.085
H -1.4934 4.0606 -1.9288 0.068
H -2.7163 4.7310 -2.9535 0.097
H -1.1507 4.5262 -3.5910 0.077
H 0.8480 2.5778 -3.3817 0.075
C -3.5706 -1.2725 4.4681 -0.019
C -2.4294 -0.3403 4.0420 -0.490
C -2.1771 0.7207 5.1317 -0.126
C -1.2327 0.2914 6.2621 -0.185
C 0.0366 -0.2250 5.6769 -0.163
C -0.1644 -1.4001 4.7586 -0.495
N -1.1888 -1.0604 3.7582 -0.093
O -1.3601 -2.0620 2.7603 -0.027
C 1.1929 -1.7681 4.1014 -0.005
C -0.6684 -2.6525 5.5002 -0.030
C -2.8148 0.4661 2.7893 -0.038
H -3.6041 -2.1372 3.8024 0.060
H -4.5545 -0.8087 4.4813 0.087
H -3.3246 -1.7421 5.4236 0.075
H -1.8171 1.6665 4.7239 0.113
H -3.0998 0.9874 5.6566 0.121
H -1.6948 -0.3964 6.9759 0.106
H -1.0421 1.1638 6.8968 0.115
H 0.7993 -0.4780 6.4178 0.120
H 0.4955 0.5590 5.0601 0.123
H 1.4128 -0.8716 3.5117 0.061
H 1.9760 -1.9874 4.8197 0.089
H 1.0468 -2.5762 3.3852 0.067
H -1.2997 -2.4215 6.3652 0.066
H -1.1906 -3.3905 4.8944 0.078
H 0.1372 -3.1934 6.0162 0.083
H -2.7748 -0.0830 1.8427 0.051
H -2.1088 1.2712 2.5693 0.079
H -3.8314 0.8605 2.8442 0.088
H -0.7356 -1.6608 2.1365 0.068
C 3.4121 6.9671 -2.6716 -0.039
C 2.9079 5.5701 -3.0503 -0.500
C 4.1163 4.6263 -3.2718 -0.127
C 4.6824 4.2408 -1.9303 -0.192
C 3.6436 3.4554 -1.1340 -0.145
C 2.3529 4.2666 -0.9211 -0.462
N 1.9096 4.9923 -2.1253 -0.122
O 0.7610 5.7762 -1.9330 0.006
C 1.2482 3.2280 -0.5770 -0.017
C 2.5771 5.2360 0.2588 -0.012
C 2.1786 5.6569 -4.4020 -0.037
H 3.8170 7.5817 -3.4793 0.086
H 4.1920 6.9012 -1.9121 0.065
H 2.6189 7.6024 -2.2674 0.086
H 3.9107 3.8148 -3.9703 0.124
H 4.8555 5.2519 -3.7815 0.123
H 5.1515 5.0633 -1.3859 0.112
H 5.5419 3.5564 -1.9917 0.108
H 4.0358 3.2105 -0.1491 0.111
H 3.5287 2.5694 -1.7648 0.116
H 1.5864 2.2011 -0.7217 0.025
H 0.9459 3.2832 0.4732 0.095
H 0.3321 3.3943 -1.1410 0.063
H 1.7087 5.5795 0.8164 0.083
H 3.2588 4.7967 0.9902 0.082
H 3.0773 6.0884 -0.2013 0.069
H 2.8763 5.8519 -5.2201 0.086
H 1.5245 6.5342 -4.4007 0.083
H 1.5846 4.7633 -4.5861 0.074
H 0.1149 5.2198 -2.3858 0.046
C -2.0553 -2.6499 -0.9714 -0.012
C -3.2650 -3.5825 -0.8535 -0.475
C -3.6545 -3.7581 0.6559 -0.109
C -4.5153 -2.5787 1.1872 -0.175
C -5.7264 -2.3360 0.2911 -0.134
C -5.3746 -2.1450 -1.1816 -0.466
N -4.4615 -3.2196 -1.5925 -0.097
O -4.2277 -3.2220 -2.9961 -0.003
C -6.7192 -2.3883 -1.9366 -0.025
C -4.8094 -0.7642 -1.4635 -0.075
C -2.8847 -5.0221 -1.2574 -0.040
H -2.0662 -1.8418 -0.2407 0.083
H -2.0949 -2.1519 -1.9485 0.025
H -1.1215 -3.2072 -1.0240 0.092
H -4.2247 -4.6746 0.8167 0.114
H -2.7915 -3.8253 1.3197 0.096
H -3.9472 -1.6766 1.3971 0.073
H -4.8854 -2.9661 2.1399 0.105
H -6.2045 -1.4341 0.6838 0.124
H -6.3869 -3.1787 0.5025 0.122
H -6.6411 -2.1257 -2.9925 0.076
H -7.0151 -3.4334 -1.8626 0.083
H -7.4690 -1.7412 -1.4805 0.082
H -4.4345 -0.6833 -2.4832 0.072
H -5.4945 0.0534 -1.2465 0.149
H -3.9447 -0.7192 -0.7933 0.117
H -2.0308 -5.4165 -0.7003 0.074
H -2.6230 -5.0610 -2.3172 0.080
H -3.6906 -5.7213 -1.0309 0.083
H -4.6436 -4.0560 -3.2395 0.105
C 1.1972 0.3246 0.8088 -0.062
C 1.7454 -0.9119 0.1354 -0.291
O 0.9741 -2.0415 0.5525 -0.085
H 0.1368 0.1880 1.0417 0.082
H 1.1127 1.1990 0.1598 0.014
H 1.7391 0.5511 1.7289 0.064
H 2.8260 -1.0250 0.0408 0.067
H 1.3749 -0.8071 -0.8991 0.054
H 1.2772 -2.9346 0.3519 0.052
C 3.5206 0.9097 5.7265 -0.089
C 4.1398 0.7157 4.3559 -0.331
O 5.0622 -0.3588 4.3938 -0.074
H 4.2745 1.2589 6.4426 0.075
H 3.1037 0.0104 6.1685 0.061
H 2.8434 1.7663 5.7057 0.077
H 4.6790 1.5836 3.9677 0.108
H 3.2997 0.5285 3.6768 0.082
H 5.0181 -0.9521 3.6440 0.067
C 2.8625 -3.8938 -2.5566 -0.071
C 3.7136 -2.9848 -1.6969 -0.331
O 3.8610 -3.5269 -0.4061 -0.063
H 1.9767 -4.2266 -2.0128 0.073
H 3.4543 -4.7203 -2.9561 0.077
H 2.4880 -3.4298 -3.4726 0.077
H 3.2218 -2.0034 -1.6763 0.081
H 4.6545 -2.8772 -2.2493 0.119
H 4.5647 -3.0828 0.0710 0.086
C -0.0852 -5.2161 2.2536 -0.081
C 0.9888 -5.7910 1.3347 -0.297
O 1.9523 -4.7565 1.1470 -0.098
H 0.3464 -5.0154 3.2330 0.073
H -0.9298 -5.8882 2.4375 0.080
H -0.5864 -4.3501 1.8221 0.046
H 0.5598 -6.1132 0.3793 0.103
H 1.3603 -6.7153 1.7890 0.109
H 2.6570 -5.1514 0.6164 0.074
C 4.6901 0.3775 0.8296 -0.075
C 5.4459 0.3032 -0.5224 -0.269
O 6.7582 -0.2262 -0.2880 -0.072
H 3.7544 0.9138 0.6634 0.053
H 5.3302 0.8547 1.5668 0.082
H 4.4372 -0.6439 1.1224 0.061
H 5.3736 1.2304 -1.0831 0.090
H 4.9954 -0.4604 -1.1668 0.091
H 6.6193 -1.1234 0.0221 0.070
```

***

Here is a structure of composition Cl2H8MgO4 from the OMol25 dataset. Energies are from ωB97M-V/def2-TZVPD.

Computed properties:
- total energy (eV) = -38804.969
- E_LUMO (eV) = -4.766
- HOMO-LUMO gap (Eh) = 0.1274
- max |F| (eV Å⁻¹) = 1.31

Structure (XYZ):
```
15
Properties=species:S:1:pos:R:3:nbo_charge:R:1
Mg 3.4435 20.0803 12.1907 1.256
Cl -0.1364 20.4542 10.3930 -0.633
Cl 6.3778 21.1406 8.8996 -0.632
O 1.7684 18.9584 15.5658 -0.955
H 1.1135 18.2972 15.7895 0.481
H 2.1283 19.2346 16.4087 0.476
O 7.1402 19.6712 14.3618 -0.952
H 7.6163 18.8947 14.0673 0.475
H 7.8237 20.3130 14.5543 0.478
O 3.7441 16.2778 11.4801 -0.954
H 3.8398 15.6908 10.7302 0.484
H 3.7282 15.6959 12.2400 0.472
O 3.8289 23.6103 13.7208 -0.957
H 3.7736 24.3515 13.1176 0.483
H 4.2194 23.9755 14.5147 0.477
```

***

Here is a cluster of 3 separate species, C17H40BN6O7 in total from the OMol25 dataset. Energies are from ωB97M-V/def2-TZVPD.

Computed properties:
- total energy (eV) = -42214.476
- E_LUMO (eV) = -4.867
- HOMO-LUMO gap (Eh) = 0.2138
- max |F| (eV Å⁻¹) = 5.28
- net charge = +1

Structure (XYZ):
```
71
Properties=species:S:1:pos:R:3:lowdin_charge:R:1
C -1.5325 2.3062 -2.4205 0.098
C -0.8185 3.1979 -1.5568 -0.116
N -0.6050 3.0155 -0.1165 -0.032
C 0.3440 2.0688 0.3452 -0.086
C 1.2576 1.0691 -0.4599 -0.010
C 1.3795 -0.2641 0.4105 -0.323
O 2.7792 -0.3993 0.7744 -0.055
C 0.8062 -1.5688 -0.3265 -0.203
N 0.1090 -2.5098 0.5842 -0.009
N 0.2712 2.2245 1.7561 0.173
C -0.7066 3.1993 2.0835 -0.209
N -1.0623 3.5699 3.3012 0.034
N -1.9918 4.5213 3.6708 -0.062
C -1.4933 5.4530 4.7191 -0.212
C -0.1140 6.0744 4.1889 -0.089
N -1.2581 3.6970 0.8832 0.162
B -2.3108 4.6849 0.5012 -0.563
O -3.6554 4.4188 0.9353 0.139
O -2.1381 5.8580 -0.2683 0.177
H -0.9494 1.5756 -3.0714 0.080
H -2.6682 2.3579 -2.5018 0.100
H -0.3379 4.1132 -2.0328 0.135
H 2.2544 1.5080 -0.7593 0.149
H 0.6708 0.7900 -1.3959 0.104
H 0.8217 -0.2098 1.4032 0.131
H 3.0047 -1.3398 0.6647 0.089
H 0.0886 -1.3111 -1.1737 0.117
H 1.6693 -2.1458 -0.7961 0.124
H -0.8822 -2.6174 0.3610 0.073
H 0.1443 -2.2135 1.5645 0.071
H -0.5653 3.0915 4.0730 0.185
H -2.8503 4.0502 3.9895 0.143
H -2.2748 6.2761 4.8100 0.132
H -1.3085 4.9400 5.7153 0.120
H 0.0984 7.0398 4.7287 0.084
H 0.7049 5.3300 4.4376 0.073
H -0.1150 6.1844 3.0575 0.078
H -3.6833 3.4384 0.9654 0.111
H -1.2131 5.9559 -0.5683 0.111
C -2.0991 -1.4433 -7.9913 -0.107
O -0.9724 -0.6208 -8.2646 -0.188
C -1.0332 0.6361 -7.6011 -0.198
C -0.2498 0.6291 -6.2914 -0.201
O -0.7970 -0.2886 -5.3459 -0.220
C -0.1317 -1.5464 -5.3590 -0.107
H -1.8253 -2.4758 -8.2121 0.093
H -2.4142 -1.3847 -6.9468 0.081
H -2.9344 -1.1531 -8.6356 0.091
H -2.0747 0.9309 -7.4327 0.127
H -0.5834 1.3742 -8.2715 0.127
H -0.3161 1.6262 -5.8432 0.114
H 0.8089 0.4130 -6.4661 0.128
H 0.7818 -1.4847 -4.7579 0.085
H 0.1220 -1.8726 -6.3676 0.087
H -0.7998 -2.2854 -4.9136 0.091
C 3.8414 -5.4754 4.7637 -0.113
O 2.9051 -6.5431 4.7730 -0.191
C 1.6655 -6.1841 5.3746 -0.197
C 0.6260 -5.7667 4.3381 -0.197
O 1.0191 -4.5938 3.6298 -0.205
C 1.6451 -4.8893 2.3877 -0.126
H 4.5877 -5.6867 3.9965 0.091
H 3.3744 -4.5139 4.5366 0.080
H 4.3407 -5.4119 5.7354 0.089
H 1.8151 -5.3941 6.1185 0.125
H 1.2965 -7.0696 5.9003 0.126
H -0.3057 -5.5265 4.8597 0.123
H 0.4152 -6.5830 3.6401 0.127
H 0.8797 -5.0800 1.6299 0.079
H 2.3137 -5.7487 2.4508 0.085
H 2.2296 -4.0172 2.0892 0.075
```

***

> Which value of total energy does entry 5 give?

-38804.969 eV

***

> What is the formula in the fifth record?

Cl2H8MgO4